[1]
Computed, not measured: C4H8ClNS in the gas phase, with the ωB97M-V functional and the def2-TZVPD basis.

total energy: -1070.3123 Ha
max |F|: 1.667 eV Å⁻¹
LUMO energy: 0.79 eV
SMILES string: CS/C(=C/Cl)CN
energy relative to the best compared isomer or geometry (same formula, charge and spin): 7.6 kcal per mole

Geometry as ORCA input:
```
! RIJCOSX wB97M-V def2-TZVPD def2/J DEFGRID3
* xyz 0 1
C 1.85085 -1.04837 0.73983
S 0.89345 -1.24014 -0.80347
C -0.64663 -0.43744 -0.38853
C -1.72571 -1.23021 -0.32737
Cl -3.31745 -0.54979 -0.03353
C -0.77914 1.08164 -0.22208
N 0.59771 1.70407 -0.25446
H 1.36728 -1.51267 1.60400
H 1.94658 0.02569 1.00666
H 2.79808 -1.53744 0.53996
H -1.70583 -2.33357 -0.27788
H -1.45491 1.40194 -1.04592
H -1.37064 1.33156 0.69249
H 1.06752 1.65425 -1.14923
H 0.47884 2.69046 -0.08049
*
```

[2]
Computed, not measured: C5H6 in the gas phase, with the ωB97M-V functional and the def2-TZVPD basis.

total energy: -194.0183 Ha
max |F|: 0.437 eV Å⁻¹
LUMO energy: 1.22 eV
SMILES string: C#CC1CC1
energy relative to the best compared isomer or geometry (same formula, charge and spin): 39.0 kcal per mole

Geometry as ORCA input:
```
! RIJCOSX wB97M-V def2-TZVPD def2/J DEFGRID3
* xyz 0 1
C 2.49158 -0.28271 -0.11982
C 1.33609 0.00903 -0.29941
C -0.05492 0.33773 -0.51829
C -1.11502 -0.65966 -0.11612
C -0.96076 0.60758 0.66174
H 3.51592 -0.53439 0.04694
H -0.24519 0.93491 -1.40645
H -1.97558 -0.77265 -0.76817
H -0.76442 -1.58054 0.33922
H -1.71051 1.38283 0.52813
H -0.51718 0.55788 1.65223
*
```

[3]
Computed, not measured: a molecular structure, C5H10ClNO2, with the ωB97M-V functional and the def2-TZVPD basis.

total energy: -861.7636 Ha
max |F|: 5.533 eV Å⁻¹
LUMO energy: -0.11 eV
energy relative to the best compared isomer or geometry (same formula, charge and spin): 119.1 kcal per mole

Geometry as ORCA input:
```
! RIJCOSX wB97M-V def2-TZVPD def2/J DEFGRID3
* xyz 0 1
C 1.93241 1.23320 -1.02632
C -0.61595 -2.07326 0.85361
C 1.11045 0.19014 -0.10790
C -0.32530 0.46548 -0.34049
C -1.50578 -0.97916 0.33640
N -0.93724 1.63167 0.26540
O -1.81310 2.17904 -0.38531
O -0.57769 1.94763 1.39139
Cl -2.57800 -1.49727 -0.96750
H 1.74006 0.99481 -2.01640
H 1.46029 2.20450 -0.63371
H 2.96205 1.04591 -0.63707
H -0.71571 -2.95049 0.25291
H -0.63253 -2.42755 1.89158
H 0.48224 -1.81026 0.69554
H 1.52864 -0.83877 -0.36785
H 1.15340 0.42865 1.02023
H -0.56754 0.60425 -1.35843
H -2.10069 -0.34851 1.13391
*
```

[4]
Computed, not measured: C4H8N2O2 in the gas phase, with the ωB97M-V functional and the def2-TZVPD basis.

total energy: -417.2293 Ha
max |F|: 1.973 eV Å⁻¹
LUMO energy: 0.78 eV
SMILES string: C[C@@H](NC=O)C(N)=O
energy relative to the best compared isomer or geometry (same formula, charge and spin): 16.7 kcal per mole

Geometry as ORCA input:
```
! RIJCOSX wB97M-V def2-TZVPD def2/J DEFGRID3
* xyz 0 1
C -2.12525 -0.20250 0.72466
C -0.91592 0.18072 -0.15151
N -0.30925 1.41049 0.34792
C 1.02663 1.68944 0.38267
O 1.88565 1.03060 -0.15209
C 0.04329 -0.98996 -0.29775
N 0.16594 -1.47957 -1.55522
O 0.58119 -1.49497 0.65594
H -2.98206 -0.43327 0.10562
H -2.39260 0.52662 1.48014
H -1.90378 -1.13982 1.22483
H -1.32025 0.44943 -1.13515
H -0.87727 2.03730 0.83600
H 1.20977 2.60953 0.95311
H -0.20407 -1.08548 -2.39918
H 0.83565 -2.22138 -1.67108
*
```

[5]
Computed, not measured: a gas-phase ion, C7H14N (charge +1), with the ωB97M-V functional and the def2-TZVPD basis.

total energy: -329.5242 Ha
max |F|: 4.641 eV Å⁻¹
LUMO energy: -3.61 eV
SMILES string: C=C[C@H]1[C@H]([NH3+])C1(C)C
energy relative to the best compared isomer or geometry (same formula, charge and spin): 52.3 kcal per mole

Geometry as ORCA input:
```
! RIJCOSX wB97M-V def2-TZVPD def2/J DEFGRID3
* xyz 1 1
C -3.07699 -0.74261 0.44774
C -2.07789 -0.10495 -0.10507
C -0.64391 -0.52776 0.11943
C 0.56933 -0.57974 -0.89525
N 1.55267 -1.61838 -0.62016
C 0.36009 0.58780 0.05627
C 0.28484 1.93124 -0.59858
C 1.28430 0.71073 1.25293
H -4.14461 -0.44423 0.24929
H -2.90703 -1.61303 1.09491
H -2.15887 0.89621 -0.54088
H -0.65037 -1.30480 0.86477
H 0.40190 -0.38359 -1.97208
H 2.11806 -1.45004 0.30732
H 2.28543 -1.74508 -1.31113
H 1.02985 -2.40243 -0.48409
H -0.18760 1.80958 -1.55631
H 1.33079 2.06237 -0.75066
H 0.08328 2.76938 -0.06244
H 2.35786 0.59948 0.89484
H 1.06023 -0.11900 1.95195
H 1.12866 1.66884 1.65720
*
```

[6]
Computed, not measured: 2 unconnected molecules or ions with the total composition C9H9N2O4, with the ωB97M-V functional and the def2-TZVPD basis.

total energy: -758.6407 Ha
max |F|: 4.043 eV Å⁻¹
LUMO energy (spin up / spin down): 1.49 / 2.72 eV
energy relative to the best compared isomer or geometry (same formula, charge and spin): 89.2 kcal per mole

Geometry as ORCA input:
```
! RIJCOSX wB97M-V def2-TZVPD def2/J DEFGRID3
* xyz -1 1
C -1.47150 -0.28134 -2.74211
C -0.45476 -1.14285 -2.46893
C -1.77876 0.68854 -1.80918
C 0.16104 -1.01574 -1.18688
C -0.11221 0.05028 -0.45913
C -1.03581 0.98202 -0.66757
C 1.30715 -2.08054 -0.78281
C 2.17385 0.00784 2.01994
C 0.68697 -0.34650 2.17385
N -1.23306 2.19006 -0.03842
N -0.24456 0.60886 2.43511
O 2.28911 -1.89658 -1.51071
O -1.40580 0.24269 2.68871
O 0.99548 -2.88356 0.06540
O 0.07431 1.80819 2.59373
H -2.26159 -0.61872 -3.47031
H 0.00276 -1.82587 -3.19955
H -2.45874 1.44589 -1.99238
H 2.20770 1.21150 1.93354
H 2.38955 -0.25120 0.93518
H 2.81189 -0.59161 2.67109
H 0.46162 -1.40963 2.23739
H -2.11850 2.73733 -0.30519
H -0.98614 2.37094 0.87925
*
```

[7]
Computed, not measured: 13 unconnected molecules or ions with the total composition C13H52N26O13, with the ωB97M-V functional and the def2-TZVPD basis.

total energy: -2928.6359 Ha
max |F|: 9.303 eV Å⁻¹
LUMO energy: -0.07 eV
energy relative to the best compared isomer or geometry (same formula, charge and spin): 211.2 kcal per mole

Geometry as ORCA input:
```
! RIJCOSX wB97M-V def2-TZVPD def2/J DEFGRID3
* xyz 0 1
C -1.08554 2.57917 2.82200
O -1.31293 3.08774 1.72324
N -0.22719 1.70637 3.13738
N -1.82493 2.86746 3.91993
H 0.21465 1.23904 2.35861
H -0.10036 1.51447 4.12084
H -1.81297 2.21879 4.69399
H -2.45291 3.65789 3.88898
C 2.45548 -1.79693 -4.24877
O 1.98008 -1.04667 -3.47637
N 1.77484 -2.69619 -4.79378
N 3.54755 -1.59656 -4.80888
H 0.81062 -2.69260 -4.49317
H 2.24125 -3.42945 -5.30845
H 3.93801 -2.33227 -5.38017
H 4.07831 -0.74141 -4.72453
C 5.27764 -3.58220 0.00977
O 5.97555 -4.21424 -0.69180
N 4.67619 -2.50982 -0.47702
N 5.14797 -3.72007 1.32771
H 3.73206 -2.38605 -0.14027
H 4.81571 -2.31781 -1.45874
H 5.73669 -4.41782 1.75976
H 4.34366 -3.38516 1.83863
C 1.58269 -4.64019 -1.06285
O 1.41202 -3.52560 -0.51057
N 1.98331 -4.71492 -2.29258
N 1.62406 -5.70993 -0.44143
H 2.17757 -3.84715 -2.77145
H 2.16746 -5.62253 -2.69562
H 1.69230 -5.62114 0.56235
H 1.99810 -6.54585 -0.86735
C -2.58362 -3.98707 -0.89905
O -2.13053 -5.11656 -0.91845
N -1.86803 -2.89580 -0.93096
N -3.84160 -3.74333 -0.95008
H -0.87858 -3.08680 -0.99869
H -2.41412 -2.04630 -0.94595
H -4.45395 -4.54635 -0.93305
H -4.06298 -2.77991 -0.74294
C -1.47139 4.38274 -3.71172
O -0.99106 4.00118 -2.63088
N -1.78239 3.67232 -4.75893
N -1.72057 5.68686 -3.82648
H -1.70537 2.67757 -4.60195
H -2.47872 4.16537 -5.29942
H -1.91069 6.09008 -4.73277
H -1.43970 6.29524 -3.07078
C 2.05295 -2.64401 3.12373
O 2.47158 -3.81093 3.22125
N 1.56214 -2.06020 2.05953
N 2.14518 -1.73595 3.97271
H 1.25182 -2.63776 1.29127
H 1.15878 -1.15108 2.23535
H 2.40142 -1.93105 4.92998
H 1.93449 -0.78346 3.71103
C 3.89196 1.35561 0.61038
O 3.90858 1.99897 -0.43401
N 2.92201 0.55923 0.99240
N 4.93011 1.25750 1.46041
H 2.03466 0.67830 0.52492
H 2.91092 0.08243 1.88270
H 4.86946 0.61647 2.23855
H 5.69443 1.86999 1.21388
C 0.06013 0.21621 -0.48489
O -0.50730 0.07633 0.59266
N 0.87810 -0.69210 -0.94559
N 0.00779 1.35096 -1.12927
H 1.04954 -1.42674 -0.27401
H 1.23096 -0.60389 -1.88782
H 0.54126 1.47799 -1.97743
H -0.67190 1.99791 -0.75570
C -1.67430 -2.15337 4.12512
O -1.94841 -2.88892 5.03041
N -1.76815 -0.85988 4.28409
N -1.50130 -2.57734 2.90945
H -1.45083 -0.07937 3.72713
H -2.20390 -0.62596 5.16473
H -1.37221 -1.89403 2.17697
H -1.37029 -3.56890 2.76898
C -4.37144 -0.50533 0.74133
O -4.56824 -1.23271 -0.15586
N -3.36621 0.32584 0.85766
N -5.29388 -0.24843 1.68773
H -3.62347 1.10434 1.44746
H -2.55821 0.35922 0.25258
H -5.11915 0.53303 2.30327
H -6.20197 -0.68122 1.59745
C 0.60654 5.50596 -0.02601
O 1.40873 6.31630 0.47411
N 0.98085 4.37658 -0.59004
N -0.60426 5.85768 -0.33814
H 0.27752 3.87773 -1.11595
H 1.93928 4.06772 -0.66829
H -0.94167 5.33499 -1.13379
H -0.95286 6.79008 -0.16723
C -4.44764 4.67598 -0.65695
O -4.89502 5.62668 -1.22560
N -5.08169 4.00496 0.22949
N -3.30825 4.14387 -0.82164
H -6.00977 4.27151 0.52568
H -4.70355 3.12758 0.55707
H -2.65996 3.99516 -0.06157
H -2.77901 4.41192 -1.63903
*
```